No. 1
Here is C45H28I4N4OOsSbSe4 as an isolated structure from the Open Molecules 2025 dataset. Energies are from the ωB97M-V functional and the def2-TZVPD basis.

```
! wB97M-V def2-TZVPD RIJCOSX def2/J DEFGRID3
* xyz -1 1
Os -0.19 -0.54 -0.35
I 9.25 -1.98 -2.30
C 7.25 -1.62 -1.82
C 6.25 -2.01 -2.70
C 4.92 -1.76 -2.37
C 4.58 -1.13 -1.18
C 5.60 -0.75 -0.31
C 6.93 -0.98 -0.63
C 3.15 -0.88 -0.85
C 2.50 0.11 -1.57
C 3.12 0.94 -2.58
C 2.21 1.86 -2.94
C 1.00 1.63 -2.16
C -0.21 2.38 -2.20
C -0.22 3.86 -2.45
C 0.85 4.60 -2.96
C 0.80 5.98 -3.12
C -0.32 6.68 -2.73
I -0.40 8.75 -2.98
C -1.37 6.00 -2.13
C -1.30 4.63 -1.98
C -1.45 1.76 -1.92
N -1.63 0.66 -1.16
C -2.98 0.38 -1.12
C -3.59 -0.56 -0.30
C -5.07 -0.67 -0.38
C -5.90 0.33 0.13
C -7.28 0.23 0.06
C -7.84 -0.89 -0.53
I -9.92 -1.06 -0.64
C -7.04 -1.90 -1.06
C -5.66 -1.78 -0.98
C -2.95 -1.40 0.62
C -3.61 -2.27 1.56
C -2.64 -2.93 2.25
C -1.37 -2.49 1.71
N -1.60 -1.54 0.75
C -0.12 -2.99 2.06
C 1.11 -2.63 1.49
C 2.38 -3.26 1.75
C 3.29 -2.69 0.93
C 2.59 -1.68 0.16
N 1.28 -1.67 0.53
C -0.08 -4.07 3.09
C 0.47 -3.84 4.35
C 0.51 -4.84 5.31
C -0.01 -6.09 5.00
I 0.04 -7.61 6.44
C -0.56 -6.35 3.76
C -0.60 -5.33 2.81
C -3.66 1.30 -2.01
C -2.73 2.15 -2.49
N 1.20 0.52 -1.40
H 6.50 -2.50 -3.63
H 4.13 -2.07 -3.05
H 5.35 -0.25 0.62
H 7.72 -0.68 0.05
H 4.10 0.80 -2.99
H 2.31 2.54 -3.77
H 1.78 4.13 -3.22
H 1.66 6.49 -3.54
H -2.23 6.54 -1.76
H -2.10 4.16 -1.44
H -5.45 1.20 0.59
H -7.91 1.01 0.46
H -7.49 -2.76 -1.53
H -5.03 -2.55 -1.40
H -4.67 -2.36 1.69
H -2.77 -3.65 3.03
H 2.54 -4.07 2.45
H 4.33 -2.93 0.83
H 0.87 -2.86 4.57
H 0.94 -4.65 6.28
H -0.96 -7.32 3.53
H -1.02 -5.52 1.83
H -4.71 1.25 -2.27
H -2.88 2.90 -3.24
C -0.12 2.24 1.26
O 0.10 0.83 1.39
H 0.65 2.71 0.65
H -0.16 2.70 2.25
H -1.08 2.36 0.77
H 0.98 0.67 1.73
Se 1.14 -2.43 -3.65
Sb -1.13 -1.61 -4.49
Se -0.61 -2.21 -1.95
Se -2.58 -3.29 -5.31
Se -1.00 0.62 -5.29
*
```

HOMO-LUMO gap: 5.48 eV
E_HOMO: -4.589 eV



No. 2
Here is a 4-piece molecular cluster, C45H31N3O7P overall from the Open Molecules 2025 dataset. Energies are from the ωB97M-V functional and the def2-TZVPD basis.

```
! wB97M-V def2-TZVPD RIJCOSX def2/J DEFGRID3
* xyz 1 1
N 0.91 2.89 -1.23
P 2.48 3.39 -1.75
O 3.25 4.05 -0.40
N 3.36 1.84 -2.01
C 2.68 0.70 -2.50
C 3.56 -0.36 -2.08
N 4.69 0.24 -1.53
C 4.68 1.60 -1.76
H 0.25 2.92 -2.02
H 0.91 1.95 -0.81
H 2.80 3.64 0.37
H 1.70 0.69 -3.01
H 3.27 -1.42 -2.20
H 5.44 -0.27 -1.06
H 5.50 2.34 -1.69
C 0.72 6.39 -1.47
C 1.11 7.43 -0.64
C 1.31 8.70 -1.16
C 1.13 8.93 -2.52
C 0.75 7.88 -3.36
C 0.53 6.61 -2.83
C 0.59 8.10 -4.82
O 0.26 7.18 -5.55
C 0.86 9.45 -5.37
C 0.77 9.65 -6.75
C 1.00 10.92 -7.27
C 1.31 11.98 -6.43
C 1.40 11.78 -5.06
C 1.19 10.51 -4.53
C 1.32 10.30 -3.07
O 1.60 11.22 -2.33
H 0.55 5.40 -1.06
H 1.27 7.25 0.42
H 1.62 9.51 -0.51
H 0.23 5.80 -3.47
H 0.53 8.83 -7.41
H 0.94 11.07 -8.34
H 1.49 12.97 -6.84
H 1.65 12.60 -4.41
C -2.30 -1.82 1.30
C -1.22 -1.16 0.71
C -0.52 -1.76 -0.32
C -0.88 -3.03 -0.77
C -1.95 -3.70 -0.17
C -2.66 -3.09 0.86
C -2.32 -5.07 -0.60
O -3.25 -5.65 -0.08
C -1.53 -5.72 -1.67
C -1.82 -7.02 -2.05
C -1.10 -7.64 -3.06
C -0.08 -6.94 -3.71
C 0.23 -5.64 -3.33
C -0.49 -5.03 -2.31
C -0.13 -3.65 -1.89
O 0.76 -3.05 -2.45
H -2.85 -1.35 2.10
H -0.93 -0.18 1.07
H 0.32 -1.24 -0.78
H -3.50 -3.60 1.32
H -2.62 -7.57 -1.55
H -1.33 -8.66 -3.35
H 0.48 -7.42 -4.50
H 1.02 -5.11 -3.83
C -2.73 -5.37 9.72
C -3.76 -4.69 9.07
C -3.79 -4.63 7.69
C -2.78 -5.25 6.95
C -1.74 -5.90 7.60
C -1.72 -5.97 8.99
C -0.63 -6.52 6.83
O 0.28 -7.10 7.39
C -0.65 -6.41 5.35
C 0.41 -6.93 4.61
C 0.40 -6.84 3.22
C -0.67 -6.25 2.57
C -1.73 -5.72 3.30
C -1.71 -5.79 4.69
C -2.83 -5.20 5.46
O -3.77 -4.67 4.89
H -2.72 -5.42 10.81
H -4.54 -4.21 9.65
H -4.59 -4.11 7.18
H -0.92 -6.49 9.50
H 1.25 -7.40 5.11
H 1.23 -7.25 2.65
H -0.69 -6.19 1.49
H -2.56 -5.25 2.79
*
```

HOMO-LUMO gap: 7.07 eV
E_HOMO: -11.051 eV



No. 3
Here is C45H36As2F3NNiSb as an isolated structure from the Open Molecules 2025 dataset. Energies are from the ωB97M-V functional and the def2-TZVPD basis.

```
! wB97M-V def2-TZVPD RIJCOSX def2/J DEFGRID3
* xyz 1 3
Ni -0.34 0.39 -0.45
C 0.75 -1.09 -3.40
C -0.63 -1.65 -3.06
As -0.91 -1.82 -1.14
C 0.29 -3.19 -0.53
C 0.53 -3.27 0.84
C 1.44 -4.19 1.34
C 2.11 -5.03 0.47
C 1.87 -4.96 -0.90
C 0.95 -4.05 -1.40
C -2.69 -2.52 -0.92
C -3.77 -1.68 -1.19
C -5.06 -2.16 -1.04
C -5.27 -3.46 -0.60
C -4.20 -4.29 -0.33
C -2.90 -3.82 -0.49
As 1.44 0.22 -2.10
C 3.18 -0.53 -1.72
C 4.22 -0.42 -2.63
C 5.42 -1.08 -2.38
C 5.57 -1.85 -1.24
C 4.53 -1.97 -0.34
C 3.33 -1.31 -0.58
C 1.77 1.83 -3.09
C 2.90 2.61 -2.82
C 3.08 3.81 -3.48
C 2.13 4.25 -4.40
C 1.01 3.48 -4.66
C 0.82 2.28 -4.00
H 0.75 -0.63 -4.38
H 1.50 -1.88 -3.41
H -0.81 -2.61 -3.55
H -1.42 -0.97 -3.38
H 0.01 -2.61 1.53
H 1.62 -4.26 2.41
H 2.83 -5.75 0.85
H 2.39 -5.62 -1.58
H 0.77 -4.01 -2.46
H -3.60 -0.66 -1.53
H -5.90 -1.51 -1.25
H -6.28 -3.83 -0.48
H -4.36 -5.31 0.00
H -2.06 -4.47 -0.28
H 4.11 0.18 -3.52
H 6.24 -0.98 -3.09
H 6.51 -2.36 -1.05
H 4.64 -2.58 0.55
H 2.51 -1.42 0.13
H 3.63 2.27 -2.10
H 3.96 4.41 -3.28
H 2.28 5.19 -4.91
H 0.26 3.83 -5.37
H -0.08 1.70 -4.19
N -2.34 1.66 -2.47
C -1.60 1.23 -1.69
F -0.89 -0.92 7.67
C -1.10 -0.54 6.41
C -0.45 0.59 5.94
C -0.68 0.98 4.63
C -1.54 0.25 3.81
C -2.18 -0.88 4.32
C -1.96 -1.28 5.63
Sb -1.93 0.81 1.80
C 0.10 1.53 1.41
C 1.21 0.78 1.81
C 2.50 1.19 1.51
C 2.67 2.34 0.76
F 3.91 2.73 0.45
C 1.60 3.10 0.31
C 0.31 2.69 0.64
C -2.85 2.70 2.00
C -3.30 3.32 0.83
C -3.89 4.58 0.89
C -4.03 5.18 2.12
F -4.60 6.39 2.19
C -3.60 4.58 3.30
C -3.01 3.33 3.23
H 0.21 1.13 6.59
H -0.16 1.85 4.25
H -2.85 -1.46 3.69
H -2.45 -2.16 6.04
H 1.07 -0.11 2.41
H 3.37 0.63 1.83
H 1.78 3.99 -0.28
H -0.53 3.28 0.30
H -3.19 2.84 -0.13
H -4.24 5.08 0.00
H -3.75 5.09 4.24
H -2.68 2.85 4.14
*
```

HOMO-LUMO gap (spin up / spin down): 8.37 / 7.35 eV
⟨S²⟩: 2.016
E_HOMO (spin up / spin down): -10.695 / -11.303 eV



No. 4
Here is C45H37N8SeSiTa as an isolated structure from the Open Molecules 2025 dataset. Energies are from the ωB97M-V functional and the def2-TZVPD basis.

```
! wB97M-V def2-TZVPD RIJCOSX def2/J DEFGRID3
* xyz 0 1
Ta 0.14 0.39 0.29
C -4.84 -0.45 4.71
C -4.97 -1.72 4.13
C -4.09 -2.17 3.17
C -3.06 -1.31 2.80
C -1.98 -1.44 1.84
N -1.24 -0.30 1.82
C -1.77 0.56 2.76
N -1.29 1.73 3.15
C -0.15 2.24 2.78
C 0.39 3.46 3.36
C -0.14 4.35 4.29
C 0.66 5.42 4.65
C 1.94 5.59 4.12
C 2.47 4.69 3.21
C 1.67 3.62 2.84
C 1.89 2.50 1.94
N 3.04 2.31 1.31
C 3.24 1.20 0.62
N 2.33 0.23 0.34
C 3.00 -0.81 -0.28
N 2.56 -2.00 -0.61
C 1.35 -2.47 -0.38
N 0.30 -1.81 0.22
C -0.69 -2.72 0.43
N -1.78 -2.55 1.15
C -0.32 -4.00 -0.14
C -0.99 -5.22 -0.20
C -0.31 -6.28 -0.77
C 1.00 -6.14 -1.25
C 1.67 -4.93 -1.17
C 0.98 -3.85 -0.63
C 4.39 -0.44 -0.45
C 5.47 -1.12 -1.01
C 6.69 -0.47 -1.01
C 6.84 0.81 -0.46
C 5.77 1.48 0.11
C 4.54 0.83 0.10
N 0.78 1.72 1.89
C -2.93 -0.04 3.37
C -3.81 0.40 4.35
H -5.55 -0.14 5.46
H -5.79 -2.36 4.45
H -4.18 -3.15 2.72
H -1.13 4.21 4.69
H 0.28 6.15 5.36
H 2.53 6.44 4.44
H 3.46 4.81 2.81
H -1.99 -5.32 0.18
H -0.79 -7.24 -0.85
H 1.50 -6.99 -1.68
H 2.68 -4.82 -1.52
H 5.35 -2.11 -1.43
H 7.55 -0.96 -1.45
H 7.81 1.28 -0.49
H 5.88 2.46 0.54
H -3.70 1.38 4.80
C -2.04 3.11 -2.05
C -2.36 2.23 -0.83
C -3.20 3.08 0.14
C -1.04 1.89 -0.16
C -3.13 0.97 -1.22
C -3.75 0.20 -0.24
C -4.43 -0.96 -0.54
C -4.52 -1.39 -1.86
C -3.93 -0.63 -2.86
C -3.24 0.54 -2.54
H -1.53 4.02 -1.71
H -2.96 3.40 -2.56
H -1.38 2.61 -2.75
H -2.68 4.01 0.36
H -3.38 2.57 1.08
H -4.16 3.33 -0.31
H -0.53 2.83 0.11
H -3.70 0.53 0.80
H -4.89 -1.54 0.25
H -5.05 -2.30 -2.11
H -3.99 -0.94 -3.89
H -2.77 1.10 -3.34
C 1.98 -2.66 -3.64
Si 1.63 -0.83 -3.81
C 0.65 -0.60 -5.40
C 3.25 0.11 -3.97
Se 0.26 0.23 -2.31
H 2.43 -3.02 -4.57
H 1.06 -3.23 -3.46
H 2.67 -2.87 -2.82
H 1.20 -1.01 -6.25
H 0.45 0.46 -5.59
H -0.31 -1.11 -5.34
H 3.80 -0.25 -4.84
H 3.89 -0.01 -3.09
H 3.05 1.17 -4.10
*
```

HOMO-LUMO gap (spin up / spin down): 5.00 / 4.93 eV
E_HOMO (spin up / spin down): -6.774 / -6.744 eV